Record 1
{"formula": "CH2O2S3", "method": "ωB97M-V/def2-TZVPD", "e_homo_ev": [-6.34, -9.17], "lumo_ev": [0.075, -2.983], "s_squared": 2.007, "relative_energy_ev": 1.0074, "orbital_gap_ha": [0.2357, 0.2275], "total_energy_ha": -1384.1808, "multiplicity": 3, "symbols": ["O", "H", "S", "H", "C", "O", "S", "S"], "xyz": [[1.8997, -0.5561, 1.9483], [1.7670, 0.3928, 2.1077], [-1.5036, -1.1925, -0.7528], [-1.9719, 0.6682, -1.8494], [-0.0511, -0.6310, 0.0628], [-1.6381, -0.2243, -2.0108], [0.4927, -1.3647, 1.6845], [0.5095, 0.7770, -0.4564]], "mulliken_spin": [0.008, 0.001, 0.171, 0.001, 0.529, 0.015, 0.126, 1.148]}

=====

Record 2
{"formula": "CH2O3S", "method": "ωB97M-V/def2-TZVPD", "e_homo_ev": [-9.52, -9.52], "lumo_ev": [-1.721, -1.721], "relative_energy_ev": 4.6872, "orbital_gap_ha": [0.2865, 0.2866], "total_energy_ha": -663.0006, "symbols": ["O", "C", "H", "S", "H", "O", "O"], "xyz": [[1.2500, 0.4955, 1.4859], [0.5996, 0.8591, 0.3465], [0.6082, 0.1506, -0.4832], [-2.0005, -2.4419, -1.2229], [0.6379, 1.9135, 0.0702], [-0.9435, -1.5039, -1.6290], [-0.1518, 0.5271, 1.4324]], "nbo_charge": [-0.253, 0.190, 0.168, 0.700, 0.150, -0.700, -0.255]}

=====

Record 3
{"formula": "CH2O3S", "method": "ωB97M-V/def2-TZVPD", "e_homo_ev": -10.62, "lumo_ev": -0.025, "relative_energy_ev": 2.7727, "orbital_gap_ha": 0.3893, "total_energy_ha": -663.0710, "symbols": ["O", "O", "C", "H", "H", "O", "S"], "xyz": [[-0.4390, -0.1730, 1.0660], [0.5777, 3.3439, -1.2313], [0.0691, 0.6821, -0.4489], [-0.2114, 0.2286, -1.3852], [-0.1550, -0.9651, 0.7885], [1.3428, 0.9505, -0.2938], [0.5583, 2.4737, -0.0788]], "nbo_charge": [-0.768, -0.860, 0.181, 0.204, 0.438, -0.612, 1.417]}

=====

Record 4
{"formula": "CH2O3S", "method": "ωB97M-V/def2-TZVPD", "e_homo_ev": [-5.86, -11.17], "lumo_ev": [0.265, -3.226], "s_squared": 2.010, "relative_energy_ev": 5.2662, "orbital_gap_ha": [0.2251, 0.2920], "total_energy_ha": -662.9735, "multiplicity": 3, "symbols": ["H", "S", "C", "H", "O", "O", "O"], "xyz": [[1.5829, -0.4862, -1.3282], [-1.2910, 0.1178, -0.4752], [0.3772, 0.1812, 0.2554], [0.5187, 0.4676, 1.3916], [-0.4242, -1.1444, 0.2725], [-2.3039, 0.7073, 0.3616], [1.5403, 0.1567, -0.4777]], "mulliken_spin": [0.001, 0.861, 0.396, 0.030, 0.170, 0.432, 0.110]}

=====

Record 5
{"formula": "CH2O3S2", "method": "ωB97M-V/def2-TZVPD", "e_homo_ev": [-10.26, -9.84], "lumo_ev": [-3.999, -2.529], "relative_energy_ev": 3.8465, "orbital_gap_ha": [0.2302, 0.2687], "total_energy_ha": -1061.2323, "symbols": ["S", "C", "O", "S", "O", "H", "H", "O"], "xyz": [[0.3328, 1.7269, -0.6428], [-0.4126, -0.8639, 0.3514], [-0.6927, 0.0197, -0.5823], [-1.8078, -1.9425, 0.9646], [1.1468, 1.5986, 0.5892], [0.1272, -0.6248, 1.3074], [0.3308, -1.5205, -0.1446], [0.9756, 1.6065, -1.8429]], "nbo_charge": [1.850, -0.297, -0.485, 0.108, -0.863, 0.284, 0.252, -0.850]}

=====

Record 6
{"formula": "CH2O4", "method": "ωB97M-V/def2-TZVPD", "e_homo_ev": [-10.92, -8.32], "lumo_ev": [-0.406, -0.668], "relative_energy_ev": 3.8139, "orbital_gap_ha": [0.3864, 0.2812], "total_energy_ha": -340.0534, "symbols": ["C", "O", "O", "O", "H", "H", "O"], "xyz": [[-1.1742, 0.1828, 0.0125], [-1.9784, 1.0444, -0.1019], [-1.0992, -1.0509, 0.2228], [2.2330, 0.7236, 0.1981], [2.5011, 1.0171, -0.6897], [-1.9313, -1.5676, 0.3528], [1.4490, -0.3493, 0.0054]], "nbo_charge": [0.776, -0.537, -0.664, -0.346, 0.457, 0.485, -0.171]}

=====

Record 7
{"formula": "CH2O4P", "method": "ωB97M-V/def2-TZVPD", "e_homo_ev": -4.96, "lumo_ev": 3.984, "relative_energy_ev": 1.2786, "orbital_gap_ha": 0.3288, "charge": -1, "total_energy_ha": -681.7272, "symbols": ["O", "P", "O", "O", "H", "C", "H", "O"], "xyz": [[1.3861, -2.0577, 1.7427], [-0.8630, 1.3030, -0.7275], [0.2187, -0.2897, 0.8589], [-0.5042, 0.5996, -1.9662], [1.1467, -1.4940, -0.2269], [0.9494, -1.3214, 0.8166], [-1.8190, 0.5531, 0.0015], [-0.5148, 2.7072, -0.4991]], "nbo_charge": [-0.741, 2.097, -0.832, -1.072, 0.034, 0.636, -0.070, -1.053]}

=====

Record 8
{"formula": "CH2O4S2", "method": "ωB97M-V/def2-TZVPD", "e_homo_ev": -10.37, "lumo_ev": -1.662, "relative_energy_ev": 2.0411, "orbital_gap_ha": 0.3199, "total_energy_ha": -1136.5163, "symbols": ["H", "S", "O", "O", "O", "H", "O", "S", "C"], "xyz": [[-0.3714, -0.8822, -0.5699], [3.0606, 2.2883, -0.0141], [2.3595, 3.4481, 0.4164], [2.4333, -1.2090, -0.5964], [2.3922, 0.6352, 1.0765], [-0.3831, 0.5658, 0.5654], [2.2821, 1.4913, -1.0754], [1.6977, -0.1349, -0.0271], [0.1009, -0.3136, 0.2038]], "nbo_charge": [0.249, 1.755, -0.808, -0.853, -0.943, 0.249, -0.955, 2.135, -0.828]}

=====

Record 9
{"formula": "CH2O5P", "method": "ωB97M-V/def2-TZVPD", "e_homo_ev": -5.66, "lumo_ev": 4.119, "relative_energy_ev": 0.3252, "orbital_gap_ha": 0.3594, "charge": -1, "total_energy_ha": -757.0622, "symbols": ["H", "O", "O", "O", "C", "P", "O", "O", "H"], "xyz": [[-1.8465, 0.4964, -0.9653], [-2.0833, 0.4467, -0.1043], [-1.7970, 2.0872, 1.8061], [-0.3682, 2.3202, -0.3246], [0.7551, -0.1539, 0.3424], [-1.1254, 1.5580, 0.6379], [0.6860, -0.1689, -0.8569], [0.0901, 0.4172, 1.2779], [1.6126, -0.5890, 0.7556]], "nbo_charge": [0.481, -1.001, -1.151, -1.162, 0.659, 2.491, -0.628, -0.742, 0.051]}

=====

Record 10
{"formula": "CH2OS", "method": "ωB97M-V/def2-TZVPD", "e_homo_ev": -10.24, "lumo_ev": 0.631, "relative_energy_ev": 0.3177, "orbital_gap_ha": 0.3996, "total_energy_ha": -512.7028, "symbols": ["H", "O", "H", "S", "C"], "xyz": [[1.5905, 0.5337, 0.3431], [-1.4819, -0.8726, -0.0044], [-0.7634, 1.0718, -0.1822], [1.2034, -0.6806, -0.0656], [-0.5486, -0.0522, -0.0910]], "nbo_charge": [0.126, -0.522, 0.161, -0.029, 0.263]}

=====

Record 11
{"formula": "CH2OS2", "method": "ωB97M-V/def2-TZVPD", "e_homo_ev": [-9.83, -8.96], "lumo_ev": [-1.019, -2.217], "relative_energy_ev": 3.0715, "orbital_gap_ha": [0.3237, 0.2477], "total_energy_ha": -910.8027, "symbols": ["S", "H", "H", "O", "S", "C"], "xyz": [[1.0593, -1.8498, 0.0379], [-0.1506, 0.1347, 0.7740], [-0.3759, 0.1306, -0.9012], [3.0465, 0.0972, -0.0174], [1.8592, 0.9374, 0.0526], [0.3697, -0.0690, -0.1591]], "nbo_charge": [0.134, 0.239, 0.240, -0.785, 0.973, -0.801]}

=====

Record 12
{"formula": "CH2S2", "method": "ωB97M-V/def2-TZVPD", "e_homo_ev": -9.42, "lumo_ev": -0.185, "relative_energy_ev": 1.6958, "orbital_gap_ha": 0.3394, "total_energy_ha": -835.5855, "symbols": ["S", "H", "C", "S", "H"], "xyz": [[3.8623, 0.0909, 0.1637], [0.1011, 0.9612, 0.7586], [2.5667, 0.6046, 0.7064], [-0.8339, 0.3524, 0.0359], [-1.7831, 1.3128, 0.3903]], "nbo_charge": [0.220, 0.162, -0.218, -0.312, 0.148]}